Model 1:
{"formula": "CHIS2", "method": "ωB97M-V/def2-TZVPD", "gap_ev": [7.52, 5.92], "homo_ev": [-8.46, -8.04], "elements": ["I", "S", "H", "S", "C"], "coordinates": [[-0.40360, 0.36341, -2.61268], [0.19613, 1.85171, -0.94279], [0.63427, -0.32699, 2.08545], [-0.50285, -1.45621, 0.23440], [0.07604, -0.43192, 1.23562]], "nbo_charge": [0.1346, -0.3222, 0.1978, 0.3141, -0.3242]}


Model 2:
{"formula": "CHIS2", "method": "ωB97M-V/def2-TZVPD", "gap_ev": 9.13, "homo_ev": -9.28, "elements": ["C", "H", "S", "S", "I"], "coordinates": [[-0.78338, 0.30710, 0.95331], [1.67434, 0.15273, -1.44962], [-2.01961, 0.89908, 0.33836], [0.50061, -0.12142, 1.75993], [0.62804, -1.23749, -1.60197]], "nbo_charge": [-0.3933, 0.1171, 0.2509, 0.1334, -0.1080]}


The least stable of them is model 1.